{
  "formula": "C2H2N2O2S",
  "method": "ωB97M-V with the def2-TZVPD basis set",
  "e_homo_ev": -8.85,
  "de_lowest_kcal_mol": 118.9,
  "orbital_gap_ev": 8.222,
  "total_charge": 0,
  "species": ["C", "C", "N", "N", "O", "O", "S", "H", "H"],
  "coordinates": [[-1.866, -2.271, -1.078], [-0.246, 2.845, -0.746], [-1.183, -1.320, -1.316], [0.639, 0.900, 0.402], [-0.637, 3.629, -1.495], [-0.177, 1.994, 0.098], [-3.173, -3.102, -0.767], [-0.473, -0.747, -0.983], [0.429, 0.797, 1.380]]
}

***

{
  "formula": "C48H104F12N6O12",
  "method": "ωB97M-V with the def2-TZVPD basis set",
  "e_homo_ev": -9.21,
  "orbital_gap_ev": 4.037,
  "total_charge": 2,
  "species": ["C", "C", "C", "C", "N", "C", "C", "C", "C", "C", "H", "H", "H", "H", "H", "H", "H", "H", "H", "H", "H", "H", "H", "H", "H", "H", "H", "H", "H", "H", "C", "C", "C", "C", "N", "C", "C", "C", "C", "C", "H", "H", "H", "H", "H", "H", "H", "H", "H", "H", "H", "H", "H", "H", "H", "H", "H", "H", "H", "H", "C", "C", "O", "N", "H", "H", "C", "H", "H", "H", "H", "H", "H", "C", "C", "O", "N", "H", "H", "C", "H", "H", "H", "H", "H", "H", "C", "C", "C", "O", "C", "N", "H", "H", "H", "H", "H", "H", "H", "H", "H", "H", "H", "H", "C", "C", "C", "O", "C", "N", "H", "H", "H", "H", "H", "H", "H", "H", "H", "H", "H", "H", "C", "O", "O", "C", "F", "F", "F", "C", "C", "H", "H", "H", "H", "H", "H", "C", "O", "O", "C", "F", "F", "F", "C", "C", "H", "H", "H", "H", "H", "H", "C", "O", "O", "C", "F", "F", "F", "C", "C", "H", "H", "H", "H", "H", "H", "C", "O", "O", "C", "F", "F", "F", "C", "C", "H", "H", "H", "H", "H", "H"],
  "coordinates": [[1.199, -5.543, 2.519], [1.761, -4.168, 2.795], [2.646, -4.209, 4.091], [4.125, -4.548, 3.754], [5.169, -4.760, 4.806], [6.432, -5.311, 4.175], [7.164, -4.107, 3.534], [6.626, -2.897, 4.324], [5.779, -3.493, 5.399], [4.670, -5.698, 5.823], [2.064, -6.225, 2.362], [0.400, -5.576, 1.821], [0.785, -5.863, 3.498], [1.009, -3.413, 2.966], [2.243, -3.792, 1.884], [2.299, -5.006, 4.726], [2.531, -3.365, 4.752], [4.565, -3.824, 3.087], [4.144, -5.457, 3.144], [7.095, -5.695, 4.945], [6.142, -6.043, 3.415], [8.247, -4.239, 3.647], [7.066, -4.104, 2.472], [7.386, -2.292, 4.811], [5.978, -2.267, 3.689], [6.302, -3.788, 6.265], [4.999, -2.874, 5.788], [5.462, -6.016, 6.491], [4.260, -6.580, 5.342], [3.841, -5.204, 6.330], [0.244, 7.753, -1.228], [-0.157, 6.404, -1.878], [-1.489, 6.483, -2.608], [-1.968, 5.071, -2.840], [-3.332, 4.989, -3.488], [-4.415, 5.710, -2.732], [-5.698, 5.298, -3.485], [-5.377, 3.824, -3.896], [-3.868, 3.598, -3.628], [-3.266, 5.616, -4.820], [1.058, 7.529, -0.551], [-0.577, 8.312, -0.719], [0.583, 8.393, -2.040], [-0.242, 5.715, -1.056], [0.682, 5.975, -2.512], [-1.396, 6.929, -3.607], [-2.101, 7.095, -1.955], [-2.051, 4.447, -1.945], [-1.308, 4.549, -3.512], [-4.265, 6.791, -2.732], [-4.370, 5.291, -1.726], [-5.818, 5.890, -4.403], [-6.627, 5.380, -2.931], [-5.511, 3.643, -4.964], [-5.994, 3.118, -3.357], [-3.427, 3.013, -4.403], [-3.624, 3.039, -2.728], [-2.324, 5.295, -5.223], [-3.205, 6.705, -4.733], [-4.145, 5.249, -5.374], [-3.375, 3.137, 1.683], [-4.421, 2.068, 2.036], [-4.899, 2.030, 3.106], [-4.543, 0.920, 1.055], [-5.154, 1.251, 0.296], [-3.555, 0.910, -0.271], [-5.249, -0.220, 1.679], [-2.500, 2.520, 1.410], [-3.230, 3.602, 2.656], [-3.605, 3.858, 0.909], [-5.544, -0.794, 0.835], [-6.144, 0.090, 2.235], [-4.684, -0.724, 2.421], [3.352, -1.212, -3.783], [3.330, -1.239, -5.257], [2.680, -0.712, -6.056], [4.503, -2.161, -5.856], [5.300, -1.678, -5.466], [4.481, -3.088, -5.407], [4.649, -2.260, -7.349], [2.406, -0.769, -3.505], [4.197, -0.682, -3.389], [3.301, -2.235, -3.476], [5.689, -2.505, -7.471], [4.428, -1.304, -7.826], [4.043, -3.013, -7.852], [3.651, 3.280, -1.742], [3.362, 4.228, -0.582], [2.465, 3.719, 0.511], [1.944, 4.812, 1.251], [1.439, 4.420, 2.548], [4.649, 4.685, 0.069], [6.181, 3.146, 0.672], [5.263, 5.061, -0.665], [4.483, 5.473, 0.675], [4.068, 3.796, -2.602], [2.723, 2.773, -2.031], [4.332, 2.437, -1.487], [2.860, 5.147, -1.011], [3.081, 3.091, 1.104], [1.647, 3.237, 0.010], [0.965, 5.307, 2.952], [2.227, 4.143, 3.263], [0.731, 3.577, 2.445], [-6.492, 0.483, -3.008], [-5.839, -0.660, -3.841], [-5.398, -0.118, -5.218], [-4.421, -0.868, -5.798], [-3.545, -0.171, -6.654], [-4.816, -1.294, -3.141], [-5.786, -2.609, -1.322], [-4.440, -2.065, -3.633], [-4.161, -0.588, -2.917], [-7.229, 1.032, -3.598], [-5.788, 1.181, -2.483], [-7.170, 0.126, -2.222], [-6.584, -1.457, -3.906], [-5.115, 0.936, -4.980], [-6.302, -0.061, -5.871], [-3.975, 0.147, -7.637], [-2.779, -0.867, -6.958], [-3.180, 0.763, -6.211], [-5.185, -3.947, -0.148], [-4.069, -4.073, -0.981], [-6.014, -2.774, -0.401], [-6.308, -4.967, -0.541], [-6.924, -4.858, -1.781], [-5.800, -6.171, -0.595], [-7.199, -4.915, 0.408], [-2.865, -4.026, -0.310], [-1.762, -3.977, -1.292], [-0.825, -3.859, -0.704], [-1.706, -4.849, -1.926], [-1.793, -3.062, -1.883], [-2.656, -4.882, 0.307], [-2.777, -3.139, 0.379], [-5.011, -4.295, 0.909], [-1.722, -3.110, 4.997], [-0.111, -3.021, 4.824], [-2.369, -2.103, 5.584], [-2.360, -3.573, 3.800], [-2.862, -2.660, 2.934], [-1.710, -4.430, 2.931], [-3.520, -4.232, 4.208], [0.347, -2.371, 6.067], [1.111, -0.977, 5.800], [2.193, -1.142, 5.710], [0.880, -0.545, 4.848], [1.008, -0.299, 6.645], [0.953, -3.116, 6.566], [-0.464, -2.062, 6.675], [-1.791, -4.021, 5.636], [6.508, 1.463, 1.362], [5.141, 1.270, 1.673], [6.931, 2.686, 0.816], [7.300, 1.302, 2.700], [8.537, 1.693, 2.340], [7.011, 2.073, 3.824], [7.340, -0.021, 3.091], [4.548, -0.026, 1.439], [3.084, 0.111, 1.849], [2.875, 0.237, 2.894], [2.637, 0.910, 1.270], [2.578, -0.815, 1.531], [4.993, -0.826, 2.055], [4.617, -0.335, 0.423], [6.744, 0.649, 0.753], [-1.842, 0.273, -1.019], [-1.205, 0.369, 0.158], [-3.023, 1.061, -1.052], [-0.911, 1.024, -2.031], [-1.414, 1.005, -3.268], [-0.647, 2.334, -1.673], [0.257, 0.339, -2.131], [-1.090, -0.915, 0.687], [-0.622, -0.877, 2.077], [-1.358, -0.315, 2.691], [-0.555, -1.921, 2.399], [0.353, -0.393, 2.080], [-0.380, -1.515, 0.062], [-2.082, -1.385, 0.721], [-1.920, -0.774, -1.307]]
}

***

{
  "formula": "C5H7N",
  "method": "ωB97M-V with the def2-TZVPD basis set",
  "e_homo_ev": [-8.23, -7.81],
  "de_lowest_kcal_mol": 133.0,
  "orbital_gap_ev": [8.592, 7.571],
  "total_charge": 0,
  "species": ["C", "C", "C", "C", "C", "N", "H", "H", "H", "H", "H", "H", "H"],
  "coordinates": [[2.249, -0.662, 0.016], [0.764, -0.491, -0.098], [0.000, 0.544, -0.411], [-1.361, 0.570, -0.735], [-2.123, 0.068, 0.425], [-2.298, 1.380, 0.164], [2.819, 0.245, -0.196], [2.554, -1.438, -0.697], [2.520, -1.029, 1.014], [-1.697, 0.474, -1.760], [-1.749, -0.292, 1.383], [0.214, -1.428, 0.077], [-1.891, 2.058, 0.818]]
}

***

{
  "formula": "C35H29F7O23",
  "method": "ωB97M-V with the def2-TZVPD basis set",
  "e_homo_ev": -9.65,
  "orbital_gap_ev": 8.635,
  "total_charge": 0,
  "species": ["C", "C", "O", "C", "O", "O", "F", "H", "H", "H", "C", "C", "O", "C", "O", "O", "F", "H", "H", "H", "C", "C", "O", "C", "O", "O", "F", "H", "H", "H", "C", "C", "O", "C", "O", "O", "F", "H", "H", "H", "C", "C", "O", "C", "O", "O", "F", "H", "H", "H", "C", "C", "O", "C", "O", "O", "F", "H", "H", "H", "C", "C", "O", "C", "O", "O", "F", "H", "H", "H", "C", "C", "C", "C", "C", "C", "C", "O", "C", "C", "C", "C", "C", "C", "C", "O", "H", "H", "H", "H", "H", "H", "H", "H"],
  "coordinates": [[-2.102, -6.284, 0.574], [-2.285, -7.677, 1.264], [-2.832, -7.416, 2.532], [-2.881, -6.078, 2.716], [-3.181, -5.587, 3.749], [-2.612, -5.440, 1.588], [-1.074, -8.253, 1.435], [-2.684, -6.232, -0.350], [-1.109, -5.997, 0.227], [-2.991, -8.238, 0.654], [1.041, -6.017, 2.697], [2.029, -4.989, 3.145], [3.076, -5.091, 2.246], [3.034, -6.324, 1.679], [3.845, -6.781, 0.946], [1.860, -6.948, 1.952], [2.494, -5.309, 4.421], [0.311, -5.527, 2.057], [0.615, -6.618, 3.496], [1.602, -3.991, 3.214], [1.226, -1.129, -1.186], [-0.304, -0.991, -1.071], [-0.686, -2.279, -0.651], [0.338, -2.757, 0.070], [0.267, -3.693, 0.823], [1.447, -2.033, -0.076], [-0.829, -0.673, -2.284], [1.626, -0.124, -1.122], [1.594, -1.649, -2.070], [-0.500, -0.187, -0.359], [-3.769, -0.435, -3.936], [-2.717, -1.105, -4.817], [-1.742, -0.095, -4.826], [-2.316, 1.105, -4.676], [-1.819, 2.143, -4.982], [-3.491, 0.950, -4.022], [-3.164, -1.298, -6.092], [-3.610, -0.813, -2.923], [-4.802, -0.587, -4.243], [-2.367, -2.047, -4.411], [1.141, 2.360, -3.740], [0.857, 3.866, -3.618], [1.759, 4.238, -2.597], [2.778, 3.364, -2.550], [3.771, 3.517, -1.921], [2.487, 2.292, -3.316], [-0.397, 4.141, -3.202], [1.110, 2.010, -4.773], [0.448, 1.735, -3.172], [1.061, 4.389, -4.553], [6.381, -3.149, 1.222], [5.171, -2.745, 2.054], [4.163, -2.583, 1.067], [4.764, -2.360, -0.124], [4.153, -1.975, -1.072], [6.060, -2.649, -0.093], [5.310, -1.565, 2.709], [6.486, -4.231, 1.197], [7.276, -2.654, 1.592], [4.915, -3.580, 2.705], [1.996, 4.779, 1.519], [2.220, 3.716, 2.590], [2.302, 2.544, 1.809], [1.741, 2.777, 0.587], [1.611, 1.971, -0.265], [1.317, 4.051, 0.515], [1.061, 3.641, 3.321], [2.892, 5.248, 1.110], [1.380, 5.554, 1.972], [3.087, 3.944, 3.205], [-1.787, 1.868, 3.635], [-1.969, 3.069, 4.313], [-2.328, 4.201, 3.600], [-2.391, 4.180, 2.206], [-2.200, 2.951, 1.559], [-1.931, 1.773, 2.269], [-2.175, 2.959, 0.092], [-1.856, 1.933, -0.502], [-2.451, 4.171, -0.714], [-2.633, 4.113, -2.087], [-3.005, 5.259, -2.778], [-3.280, 6.451, -2.105], [-3.005, 6.503, -0.745], [-2.644, 5.379, -0.002], [-2.693, 5.468, 1.481], [-3.089, 6.456, 2.049], [-1.716, 0.976, 4.248], [-1.970, 3.077, 5.394], [-2.318, 5.149, 4.126], [-1.819, 0.835, 1.747], [-2.391, 3.230, -2.659], [-3.240, 5.130, -3.828], [-3.747, 7.277, -2.620], [-3.203, 7.441, -0.242]]
}

***

{
  "formula": "C20H23FN2O4",
  "method": "ωB97M-V with the def2-TZVPD basis set",
  "e_homo_ev": -8.98,
  "de_lowest_kcal_mol": 28.2,
  "orbital_gap_ev": 9.559,
  "total_charge": 0,
  "species": ["C", "H", "O", "C", "C", "C", "C", "C", "C", "O", "N", "C", "H", "C", "C", "H", "H", "C", "C", "H", "H", "H", "C", "N", "C", "O", "C", "C", "C", "C", "C", "C", "H", "H", "F", "H", "H", "H", "H", "H", "H", "H", "H", "O", "H", "H", "H", "H", "H", "H"],
  "coordinates": [[-7.797, -0.580, 0.378], [-8.028, -0.295, -0.656], [-6.412, -0.701, 0.576], [-5.824, -1.691, -0.245], [-4.365, -1.756, 0.056], [-3.638, -2.603, 0.845], [-2.302, -2.163, 0.769], [-2.304, -1.061, -0.050], [-1.122, -0.292, -0.469], [-0.017, -0.828, -0.365], [-1.261, 0.951, -0.971], [-2.415, 1.815, -0.869], [-3.297, 1.251, -0.578], [-2.145, 2.928, 0.149], [-0.865, 3.691, -0.193], [-0.639, 4.408, 0.598], [-1.023, 4.253, -1.117], [0.322, 2.743, -0.393], [-0.079, 1.667, -1.409], [0.728, 0.949, -1.559], [-0.308, 2.143, -2.368], [1.167, 3.299, -0.810], [0.790, 2.129, 0.939], [1.760, 1.079, 0.753], [3.076, 1.343, 0.618], [3.542, 2.460, 0.772], [3.944, 0.162, 0.313], [3.474, -1.023, -0.247], [4.351, -2.060, -0.514], [5.693, -1.901, -0.217], [6.188, -0.731, 0.331], [5.303, 0.297, 0.588], [5.648, 1.231, 1.006], [7.241, -0.640, 0.545], [6.544, -2.917, -0.475], [4.006, -2.984, -0.950], [2.433, -1.159, -0.495], [1.383, 0.173, 0.502], [-0.053, 1.707, 1.491], [1.258, 2.913, 1.540], [-2.993, 3.613, 0.157], [-2.066, 2.489, 1.145], [-2.595, 2.255, -1.856], [-3.563, -0.822, -0.486], [-1.445, -2.585, 1.250], [-4.012, -3.437, 1.403], [-5.975, -1.436, -1.306], [-6.282, -2.672, -0.048], [-8.138, 0.200, 1.055], [-8.315, -1.519, 0.609]]
}

***

{
  "formula": "C2H3NO3",
  "method": "ωB97M-V with the def2-TZVPD basis set",
  "e_homo_ev": -10.55,
  "de_lowest_kcal_mol": 94.2,
  "orbital_gap_ev": 11.431,
  "total_charge": 0,
  "species": ["N", "C", "C", "O", "O", "O", "H", "H", "H"],
  "coordinates": [[-1.355, 0.760, 0.853], [0.901, -0.411, -1.131], [-0.310, -0.244, 0.895], [0.033, 1.172, 0.865], [0.968, -0.626, -2.322], [-0.108, -0.936, -0.322], [-1.606, 0.957, -0.118], [1.682, 0.106, -0.556], [-0.205, -0.778, 1.834]]
}

***

Number 1: energy -735.3978 a.u.. Number 2: energy -4320.3116 a.u.. Number 3: energy -249.2613 a.u.. Number 4: energy -3780.8332 a.u.. Number 5: energy -1286.2782 a.u.. Number 6: energy -358.3795 a.u..